# 1
Below is a cluster of 6 separate species, C16H47N3O6 in total, with properties calculated with wB97M-V/def2-TZVPD.

Each line ends with the Löwdin charge.
Atoms and positions in Å:
C  -0.64  0.22  -5.97  -0.112
O  -1.13  0.16  -4.65  -0.187
C  -0.42  -0.73  -3.82  -0.221
C  -0.82  -0.50  -2.35  -0.400
C  -0.81  0.91  -1.85  -0.044
N  -0.02  -1.41  -1.49  0.050
H  -1.31  0.90  -6.50  0.089
H  -0.66  -0.74  -6.49  0.088
H  0.37  0.63  -6.00  0.088
H  -0.60  -1.79  -4.06  0.124
H  0.66  -0.55  -3.98  0.125
H  -1.86  -0.87  -2.39  0.146
H  -1.30  1.54  -2.61  0.086
H  0.18  1.34  -1.70  0.085
H  -1.46  0.98  -0.98  0.058
H  0.95  -1.12  -1.59  0.077
H  -0.13  -2.34  -1.89  0.084
C  1.30  0.77  1.05  -0.097
O  2.06  -0.18  0.32  -0.235
C  3.35  -0.41  0.84  -0.205
C  4.32  0.74  0.49  -0.451
C  4.42  1.03  -0.99  -0.068
N  5.67  0.45  1.01  0.030
H  1.72  1.77  0.90  0.092
H  1.31  0.48  2.11  0.100
H  0.27  0.76  0.71  0.045
H  3.29  -0.48  1.93  0.120
H  3.84  -1.28  0.40  0.127
H  4.03  1.69  0.96  0.131
H  5.04  1.92  -1.10  0.084
H  3.43  1.38  -1.33  0.072
H  4.59  0.24  -1.72  0.084
H  6.10  -0.22  0.38  0.069
H  5.65  0.07  1.95  0.066
C  -0.50  5.56  0.39  -0.116
O  -1.60  5.60  1.26  -0.163
C  -1.78  4.45  2.02  -0.231
C  -2.01  3.12  1.29  -0.466
C  -3.31  3.10  0.50  -0.052
N  -1.98  2.02  2.28  0.052
H  0.44  5.28  0.89  0.090
H  -0.33  6.52  -0.08  0.088
H  -0.65  4.76  -0.34  0.078
H  -0.93  4.31  2.70  0.122
H  -2.59  4.55  2.75  0.131
H  -1.16  2.96  0.60  0.103
H  -3.55  2.15  0.04  0.072
H  -3.35  3.96  -0.17  0.080
H  -4.10  3.29  1.23  0.084
H  -2.11  1.15  1.77  0.036
H  -0.99  1.98  2.53  0.059
C  -3.60  -3.18  1.32  -0.094
C  -2.87  -4.32  0.67  -0.310
O  -2.63  -5.30  1.71  -0.095
H  -4.65  -3.44  1.43  0.078
H  -3.59  -2.31  0.66  0.067
H  -3.17  -2.92  2.28  0.077
H  -1.89  -3.96  0.36  0.087
H  -3.38  -4.76  -0.19  0.111
H  -2.00  -5.96  1.41  0.077
C  2.01  -3.50  2.46  -0.076
C  0.89  -3.13  1.49  -0.294
O  -0.37  -3.26  2.14  -0.111
H  1.90  -4.55  2.72  0.072
H  1.98  -2.87  3.34  0.078
H  3.01  -3.45  2.01  0.067
H  0.88  -3.71  0.57  0.114
H  0.94  -2.06  1.27  0.080
H  -0.57  -4.16  2.43  0.080
O  -1.53  -0.82  0.88  -0.095
H  -0.87  -1.04  0.19  -0.006
H  -1.36  -1.44  1.60  0.024

The charge is 0. Its SMILES is COC[C@H](C)N.COC[C@H](C)N.COC[C@H](C)N.CCO.CCO.O. As for the relative energy (zero: lowest compared OMol25 entry of this formula, charge and spin): 21.9 kcal per mole. The value obtained for the total energy is -34107.3398 eV. The value obtained for the HOMO-LUMO gap is 9.44 eV.

# 2
Below is a structure of composition C13H22B3Ca2F15N4O3S, with properties calculated with wB97M-V/def2-TZVPD.

Each line ends with the Löwdin charge.
Atoms and positions in Å:
Ca  2.08  0.07  -6.60  1.900
Ca  6.07  -7.46  -3.51  1.793
C  -0.81  5.87  6.94  -0.040
C  -1.60  4.60  6.40  -0.114
N  -0.97  4.16  5.11  -0.022
C  -1.11  4.48  3.76  -0.017
C  -0.26  3.79  2.96  -0.006
N  0.48  2.98  3.77  -0.103
C  -0.03  3.10  5.02  0.012
C  1.56  2.06  3.44  0.036
H  -0.95  6.77  6.35  0.082
H  0.25  5.62  7.01  0.070
H  -0.99  6.07  8.00  0.079
H  -2.59  4.93  6.11  0.118
H  -1.69  3.73  7.06  0.122
H  -1.90  5.16  3.48  0.141
H  -0.09  3.88  1.90  0.153
H  0.39  2.65  5.91  0.159
H  2.00  2.44  2.52  0.118
H  1.13  1.06  3.30  0.105
H  2.23  2.05  4.30  0.107
C  -5.09  -0.74  4.77  -0.059
C  -5.67  -1.66  3.70  -0.163
N  -4.68  -2.17  2.78  -0.074
C  -4.21  -1.48  1.71  0.007
C  -3.23  -2.24  1.14  0.045
N  -3.11  -3.38  1.96  -0.106
C  -4.10  -3.36  2.88  0.020
C  -2.18  -4.42  1.73  0.003
H  -4.50  0.06  4.33  0.073
H  -4.28  -1.19  5.34  0.075
H  -5.75  -0.23  5.48  0.092
H  -6.26  -0.97  3.09  0.130
H  -6.37  -2.44  3.98  0.141
H  -4.48  -0.47  1.45  0.152
H  -2.53  -2.18  0.32  0.150
H  -4.33  -3.99  3.72  0.179
H  -2.26  -4.65  0.67  0.115
H  -2.62  -5.25  2.28  0.107
H  -1.17  -4.23  2.08  0.113
B  3.82  -2.25  -2.57  -1.465
F  4.43  -2.30  -1.38  0.163
F  2.49  -2.00  -2.55  0.155
F  4.41  -1.43  -3.52  0.100
F  3.98  -3.48  -3.16  0.071
B  -2.19  -0.14  -5.84  -1.475
F  -1.31  -1.16  -5.85  0.137
F  -2.32  0.42  -4.60  0.131
F  -1.65  0.84  -6.57  0.143
F  -3.44  -0.41  -6.40  0.110
B  2.45  3.98  -3.96  -1.488
F  3.10  3.58  -5.10  0.100
F  1.87  2.87  -3.48  0.132
F  3.17  4.67  -3.01  0.125
F  1.48  4.84  -4.27  0.161
C  7.44  -3.46  -9.64  -0.614
F  7.77  -2.55  -8.71  0.113
F  7.22  -2.90  -10.84  0.126
F  8.37  -4.40  -9.88  0.112
S  5.86  -4.32  -8.92  0.523
O  4.93  -3.18  -8.63  -0.378
O  5.32  -5.19  -10.00  -0.314
O  6.39  -5.07  -7.80  -0.362

The charge is +2. The value obtained for the total energy is -116438.5346 eV. The value obtained for the HOMO-LUMO gap is 2.28 eV.

# 3
Below is a cluster of 6 separate species, C14H39O10PS in total, with properties calculated with wB97M-V/def2-TZVPD.

Each line ends with the Löwdin charge.
Atoms and positions in Å:
C  -1.51  -1.88  -0.32  -0.266
P  -0.46  -1.77  -1.82  0.944
O  0.21  -0.29  -1.60  -0.314
C  0.84  -3.00  -1.22  -0.603
C  0.14  -4.36  -1.21  -0.066
C  1.54  -2.62  0.11  -0.135
O  2.97  -2.68  -0.11  -0.182
S  3.25  -3.50  -1.44  0.599
O  3.18  -4.90  -1.17  -0.218
O  4.39  -2.93  -2.09  -0.217
O  1.95  -2.99  -2.18  -0.192
H  -0.95  -1.92  0.61  0.049
H  -2.15  -2.76  -0.39  0.041
H  -2.17  -1.00  -0.31  0.040
H  0.34  0.00  -0.68  0.032
H  -0.53  -4.45  -0.35  0.082
H  -0.47  -4.46  -2.12  0.084
H  0.86  -5.17  -1.19  0.077
H  1.37  -1.57  0.38  0.112
H  1.25  -3.25  0.95  0.136
C  6.17  0.67  -1.49  -0.067
C  4.71  0.93  -1.82  -0.350
O  4.19  -0.02  -2.74  -0.057
H  6.77  0.68  -2.39  0.079
H  6.56  1.42  -0.80  0.072
H  6.29  -0.31  -1.02  0.074
H  4.60  1.90  -2.30  0.072
H  4.11  0.93  -0.91  0.112
H  4.24  -0.88  -2.31  0.035
C  2.89  3.29  -1.40  -0.090
C  1.41  3.16  -1.12  -0.286
O  1.13  2.21  -0.09  -0.093
H  3.31  2.33  -1.69  0.018
H  3.07  4.00  -2.21  0.068
H  3.43  3.64  -0.52  0.094
H  0.88  2.79  -2.00  0.115
H  0.98  4.13  -0.85  0.110
H  1.56  2.50  0.72  0.082
C  -5.52  -2.41  3.31  -0.090
C  -4.11  -2.29  2.76  -0.320
O  -4.08  -1.70  1.47  -0.097
H  -6.14  -3.01  2.63  0.078
H  -5.52  -2.89  4.29  0.078
H  -5.99  -1.44  3.42  0.055
H  -3.66  -3.27  2.64  0.110
H  -3.49  -1.71  3.45  0.109
H  -4.47  -0.82  1.54  0.083
C  -10.12  -1.47  3.93  -0.093
C  -9.31  -0.63  4.91  -0.322
O  -8.09  -0.16  4.35  -0.092
H  -9.53  -2.32  3.59  0.073
H  -11.03  -1.84  4.40  0.074
H  -10.40  -0.88  3.06  0.072
H  -9.02  -1.23  5.78  0.111
H  -9.91  0.21  5.27  0.108
H  -8.30  0.38  3.59  0.081
C  5.77  4.68  -2.53  -0.094
C  4.95  5.89  -2.96  -0.326
O  4.71  6.79  -1.89  -0.079
H  5.26  4.16  -1.72  0.043
H  5.90  3.99  -3.36  0.084
H  6.75  4.98  -2.17  0.077
H  3.97  5.58  -3.30  0.098
H  5.45  6.41  -3.79  0.110
H  5.56  7.10  -1.56  0.079

The charge is 0. Its SMILES is CP(O)[C@]1(C)COS(=O)(=O)O1.CCO.CCO.CCO.CCO.CCO. The value obtained for the total energy is -55747.5236 eV. The value obtained for the HOMO-LUMO gap is 9.66 eV.

# 4
Below is a cluster of 3 separate species, C4H13NO2 in total, with properties calculated with wB97M-V/def2-TZVPD.

Each line ends with the Löwdin charge.
Atoms and positions in Å:
C  0.47  0.36  1.82  -0.264
N  1.07  1.42  1.07  -0.091
C  1.50  0.92  -0.23  -0.265
C  1.00  -0.51  -0.27  -0.277
C  -0.07  -0.73  0.74  -0.257
H  -0.30  0.66  2.54  0.078
H  1.29  -0.07  2.32  0.073
H  0.50  2.24  0.97  0.056
H  2.51  1.15  -0.43  0.079
H  1.04  1.45  -1.04  0.065
H  0.77  -0.81  -1.31  0.081
H  1.83  -1.30  -0.08  0.115
H  -0.36  -1.65  1.24  0.076
H  -0.97  -0.28  0.38  0.027
H  -1.80  3.34  -0.64  -0.052
H  -1.49  1.87  -0.88  -0.047
O  -1.26  2.76  -1.17  -0.253
H  -2.01  -4.32  -1.88  0.010
H  -1.48  -3.11  -1.31  -0.001
O  -2.25  -3.38  -1.83  -0.153

Its multiplicity is 2. The charge is -1. As for the relative energy (zero: lowest compared OMol25 entry of this formula, charge and spin): 22.4 kcal per mole. The value obtained for the total energy is -9941.8245 eV. The value obtained for the HOMO-LUMO gap (spin up / spin down) is 2.50 / 8.51 eV.

# 5
Below is a cluster of 18 separate species, C18H35Cl37 in total, with properties calculated with wB97M-V/def2-TZVPD.

Each line ends with the Löwdin charge.
Atoms and positions in Å:
C  3.55  3.86  -2.53  -1.472
Cl  3.68  2.44  -3.58  0.510
Cl  3.82  5.31  -3.49  0.534
Cl  4.84  3.65  -1.24  0.462
H  2.57  3.84  -2.05  -0.067
C  -5.27  -4.67  -0.31  -1.092
Cl  -6.76  -5.29  -1.01  0.534
Cl  -5.14  -2.93  -0.44  0.533
H  -5.35  -4.94  0.74  -0.012
H  -4.37  -5.15  -0.71  -0.013
C  -1.82  -4.72  0.68  -1.090
Cl  -2.90  -5.73  1.62  0.563
Cl  -1.50  -5.36  -0.94  0.511
H  -2.15  -3.69  0.58  -0.009
H  -0.85  -4.78  1.18  -0.034
C  -1.42  -2.01  -4.22  -0.950
Cl  -2.31  -2.80  -2.89  0.442
Cl  0.28  -2.59  -4.08  0.463
H  -1.79  -2.28  -5.21  0.037
H  -1.40  -0.94  -3.97  -0.001
C  2.31  -0.01  5.08  -0.965
Cl  2.83  -0.22  3.39  0.559
Cl  1.75  1.67  5.28  0.554
H  1.52  -0.74  5.20  -0.003
H  3.18  -0.16  5.72  0.034
C  0.64  2.44  -5.38  -1.028
Cl  1.23  4.10  -5.52  0.512
Cl  0.03  1.98  -3.81  0.509
H  -0.12  2.19  -6.13  0.036
H  1.45  1.75  -5.58  0.009
C  5.36  1.06  1.30  -1.042
Cl  5.24  0.14  -0.23  0.493
Cl  6.84  2.02  1.39  0.503
H  4.55  1.79  1.29  -0.049
H  5.33  0.43  2.18  -0.003
C  -1.06  5.94  2.26  -0.950
Cl  -1.98  4.62  1.46  0.518
Cl  -1.00  5.81  4.06  0.491
H  -0.06  6.11  1.87  0.021
H  -1.65  6.83  2.04  0.021
C  5.33  -0.91  -3.91  -0.995
Cl  3.58  -1.30  -3.86  0.481
Cl  6.32  -2.31  -3.49  0.526
H  5.57  -0.66  -4.94  0.027
H  5.57  -0.15  -3.17  -0.013
C  -0.31  -0.53  -0.06  -0.956
Cl  0.10  -2.01  0.85  0.535
Cl  1.07  -0.09  -1.13  0.473
H  -1.21  -0.66  -0.65  -0.010
H  -0.48  0.35  0.57  -0.013
C  2.55  -3.61  3.39  -1.031
Cl  2.30  -5.35  3.02  0.480
Cl  2.66  -3.37  5.16  0.512
H  3.45  -3.22  2.92  0.008
H  1.69  -3.01  3.09  -0.051
C  -2.07  -2.64  4.67  -1.023
Cl  -3.06  -1.78  3.50  0.510
Cl  -1.11  -3.87  3.84  0.542
H  -1.43  -1.97  5.23  -0.031
H  -2.71  -3.13  5.40  0.036
C  -1.50  1.94  4.94  -0.944
Cl  -1.02  1.46  3.25  0.443
Cl  -1.60  0.53  6.04  0.527
H  -0.73  2.63  5.28  -0.025
H  -2.51  2.35  4.84  0.029
C  -1.51  4.39  -1.99  -1.029
Cl  -2.16  4.55  -3.70  0.433
Cl  0.16  4.91  -1.93  0.520
H  -2.09  4.96  -1.26  -0.014
H  -1.61  3.32  -1.81  -0.035
C  3.61  -3.46  -1.15  -0.984
Cl  5.00  -3.57  0.04  0.435
Cl  2.27  -4.31  -0.41  0.483
H  3.26  -2.43  -1.25  -0.032
H  3.90  -3.98  -2.06  0.017
C  -4.90  1.45  -1.01  -1.016
Cl  -3.70  0.74  0.02  0.546
Cl  -4.19  2.46  -2.30  0.530
H  -5.42  0.66  -1.55  -0.019
H  -5.61  2.01  -0.40  0.038
C  -6.25  -1.84  -3.66  -0.970
Cl  -7.35  -1.70  -5.13  0.460
Cl  -4.80  -0.85  -3.90  0.500
H  -6.75  -1.66  -2.71  0.015
H  -5.85  -2.86  -3.60  0.007
C  2.19  3.90  2.31  -1.005
Cl  3.92  4.30  2.28  0.534
Cl  1.66  3.41  0.72  0.515
H  1.95  3.13  3.05  -0.032
H  1.67  4.82  2.57  -0.004

The charge is 0. The value obtained for the total energy is -482563.9223 eV. The value obtained for the HOMO-LUMO gap is 10.47 eV.

# 6
Below is the molecule C7H7N5O2S, with properties calculated with wB97M-V/def2-TZVPD.

Each line ends with the Löwdin charge.
Atoms and positions in Å:
C  -0.68  -2.66  1.24  -0.095
C  -0.31  -2.89  -0.09  -0.056
C  -1.05  -1.42  1.79  -0.035
C  -0.27  -1.76  -0.92  -0.003
C  -1.06  -0.28  0.87  -0.005
C  -0.75  -0.49  -0.48  -0.303
C  -0.84  1.70  -1.45  -0.847
N  -0.04  2.46  -0.41  -0.015
N  1.29  2.54  -0.52  -0.019
N  -0.79  0.44  -1.43  0.119
N  2.19  1.58  -0.50  0.142
N  1.96  0.53  0.31  -0.481
O  2.43  -0.51  0.01  0.095
O  1.13  0.63  1.18  0.032
S  -1.67  2.92  -2.22  0.642
H  -0.61  -3.52  1.86  0.086
H  0.06  -3.90  -0.35  0.114
H  -1.00  -1.31  2.84  0.089
H  0.05  -1.74  -1.91  0.091
H  -1.18  0.73  1.25  0.102
H  -0.61  3.40  -0.40  0.106
H  1.74  3.55  -0.67  0.241

The charge is 0. As for the relative energy (zero: lowest compared OMol25 entry of this formula, charge and spin): 32.1 kcal per mole. The value obtained for the total energy is -29743.6078 eV. The value obtained for the HOMO-LUMO gap (spin up / spin down) is 5.29 / 5.34 eV.